[1]
Here is 2 unconnected molecules or ions with the total composition C3H8OSi in a non-equilibrium geometry from the OMol25 dataset. Energies are from ωB97M-V/def2-TZVPD.

Calculated values
HOMO energy, eV: -8.77
Relative energy (zero: lowest compared OMol25 entry of this formula, charge and spin), kcal/mol: 55.8
LUMO level, eV: -0.26
Total charge: 0
Frontier orbital gap, eV: 8.513

Last column: Mulliken charge in e.
Cartesian coordinates (Å):
C -1.20466 -0.10677 -0.93036  -0.43
C -1.13037 -0.95601 0.31719  -0.36
C -1.51826 0.47624 0.43870  -0.52
O 3.15206 -0.34034 0.09340  -0.40
Si 2.86101 1.00779 -0.81251  0.21
H -0.38144 0.18577 -1.54673  0.18
H -2.12200 -0.29617 -1.47482  0.20
H -1.90194 -1.65477 0.58309  0.26
H -0.05241 -1.12987 0.47287  0.16
H -2.47094 0.62483 0.70367  0.31
H 3.72104 -0.38933 0.86573  0.33
H 4.02704 1.79004 -0.40769  -0.12
H -0.75526 1.20116 0.71480  0.17

Force components x, y, z for each atom (eV/Å):
C -3.057 -0.595 0.348
C 2.332 0.789 -0.453
C 4.396 -0.042 -1.548
O -0.404 -0.224 0.250
Si -0.803 -0.628 -0.502
H 0.567 0.030 0.265
H 0.169 0.102 -0.476
H 0.234 -0.496 -0.243
H -0.880 -0.637 0.746
H -3.341 0.986 0.758
H 0.250 0.112 -0.188
H 0.929 0.738 0.452
H -0.394 -0.134 0.591

=====

[2]
Here is 2 unconnected molecules or ions with the total composition C3H8S in a non-equilibrium geometry from the OMol25 dataset. Energies are from ωB97M-V/def2-TZVPD.

Calculated values
HOMO energy, eV: -7.94
Relative energy (zero: lowest compared OMol25 entry of this formula, charge and spin), kcal/mol: 83.6
LUMO level, eV: 0.62
Total charge: 0
Frontier orbital gap, eV: 8.556

Last column: Mulliken charge in e.
Cartesian coordinates (Å):
C 0.30326 -0.18123 1.17120  -0.68
C 1.36369 -0.18907 0.41563  -0.04
C 1.47624 0.49931 -0.97177  -0.68
H -0.26172 -1.16894 1.22933  0.19
H -0.32668 0.70395 1.46186  0.31
H 2.27865 -0.87159 0.74443  0.24
H 2.02792 -0.12616 -1.75132  0.27
H 0.47879 0.51608 -1.21464  0.15
H 1.98873 1.43352 -0.78963  0.25
S -2.49472 -0.23931 -0.26135  -0.35
H -3.27530 -0.89463 0.74388  0.18
H -3.55884 0.51807 -0.77760  0.17

Force components x, y, z for each atom (eV/Å):
C -3.645 -0.255 1.643
C 4.413 -1.574 -1.750
C 2.925 -0.710 1.950
H 1.479 0.757 2.006
H 0.251 -0.780 -1.636
H -2.340 0.214 -1.413
H -0.542 0.710 1.428
H -2.114 0.967 -1.213
H -0.137 0.676 -0.840
S -2.167 -0.067 0.618
H 0.914 0.995 -1.448
H 0.962 -0.934 0.656

=====

[3]
Here is C3H8SSe in the gas phase in a non-equilibrium geometry from the OMol25 dataset. Energies are from ωB97M-V/def2-TZVPD.

Calculated values
HOMO energy, eV: -8.38
Relative energy (zero: lowest compared OMol25 entry of this formula, charge and spin), kcal/mol: 9.7
LUMO level, eV: 0.34
Total charge: 0
Frontier orbital gap, eV: 8.714

Last column: Mulliken charge in e.
Cartesian coordinates (Å):
C 0.72898 -1.89900 0.95620  -0.85
Se 1.70099 -0.83189 -0.36045  -0.02
C -0.15966 0.42311 -1.13350  -0.84
C -0.03333 1.77148 -0.52960  -0.44
S -1.48319 2.80517 -1.00684  -0.20
H 1.42419 -2.65300 1.31546  0.30
H 0.40749 -1.26820 1.78058  0.28
H -0.11870 -2.38014 0.47718  0.28
H -0.04266 0.38112 -2.20714  0.38
H -0.97773 -0.18146 -0.76213  0.38
H 0.00766 1.74353 0.55819  0.31
H 0.83104 2.30996 -0.91443  0.33
H -2.38633 2.10343 -0.32354  0.11

Force components x, y, z for each atom (eV/Å):
C -0.010 0.285 -0.172
Se -2.065 1.322 -0.927
C 2.352 -1.713 0.962
C -0.435 0.460 0.127
S 0.283 0.066 -0.120
H -0.003 -0.033 0.031
H -0.033 -0.088 0.029
H -0.003 -0.061 0.066
H -0.050 -0.036 -0.064
H -0.060 -0.036 -0.027
H 0.154 -0.024 -0.108
H 0.008 -0.036 0.101
H -0.137 -0.106 0.103

=====

[4]
Here is C3H8Se in the gas phase in a non-equilibrium geometry from the OMol25 dataset. Energies are from ωB97M-V/def2-TZVPD.

Calculated values
HOMO energy, eV: -8.68
Relative energy (zero: lowest compared OMol25 entry of this formula, charge and spin), kcal/mol: 5.3
LUMO level, eV: 0.93
Total charge: 0
Frontier orbital gap, eV: 9.608

Last column: Mulliken charge in e.
Cartesian coordinates (Å):
C 0.19552 0.55022 1.04344  -1.06
C -0.36776 -0.39153 -0.17574  -0.13
C 0.19843 0.12803 -1.56694  -1.11
Se -0.06711 -2.31565 0.27103  -0.06
H -0.31640 0.16702 1.92460  0.33
H 0.06107 1.56553 0.75909  0.39
H 1.26452 0.50833 1.29029  0.32
H -1.45060 -0.22509 -0.37096  0.27
H 1.33678 0.26488 -1.56457  0.28
H 0.06166 -0.67104 -2.34436  0.32
H -0.48291 0.92053 -1.73379  0.37
H -1.17081 -2.36424 1.02551  0.08

Force components x, y, z for each atom (eV/Å):
C -0.582 -2.283 -1.301
C 1.440 1.501 0.046
C 1.591 -3.258 0.935
Se 2.999 0.876 -2.564
H -0.223 0.791 0.192
H -0.812 1.003 0.184
H -0.088 -0.734 -0.631
H 0.563 -0.420 1.034
H -1.781 0.595 0.145
H -0.249 0.783 0.573
H 0.272 1.385 -0.818
H -3.129 -0.238 2.205

=====

[5]
Here is a molecular structure, C3H9AsBr2O2P in a non-equilibrium geometry from the OMol25 dataset. Energies are from ωB97M-V/def2-TZVPD.

Calculated values
HOMO energy, eV: -2.92
LUMO level, eV: 2.97
Total charge: -1
Frontier orbital gap, eV: 5.886

Last column: Mulliken charge in e.
Cartesian coordinates (Å):
C -0.62658 2.79296 -0.57616  -1.33
C -0.91250 1.33675 -0.42478  0.59
Br -2.74718 1.00861 0.07539  -0.21
C -0.11512 0.33737 -0.60229  -0.51
Br 1.69912 0.78776 -1.17764  -0.26
As -0.48937 -1.72039 -0.37671  -0.55
P 1.16115 -1.97398 1.31911  -0.08
O 2.71778 -1.86770 0.69975  -0.39
O 0.91274 -0.79638 2.48384  -0.40
H -1.08724 3.12981 -1.49742  0.29
H 0.42803 3.00539 -0.53133  0.41
H -1.08798 3.31275 0.25623  0.36
H 0.57089 -2.02305 -1.51686  0.11
H -0.80137 -3.27176 -0.26377  0.14
H -1.52129 -1.46688 0.78600  0.10
H -1.64508 -1.60647 -1.44928  0.14
H 3.06179 -0.95974 0.72165  0.27
H 0.48220 -0.02505 2.07428  0.32

Force components x, y, z for each atom (eV/Å):
C -0.704 -0.041 0.509
C -0.532 1.619 0.304
Br -0.032 0.074 -0.085
C 1.155 -1.273 -0.256
Br -0.223 -0.182 0.090
As -0.668 -0.938 -1.157
P 0.223 -2.029 1.043
O -0.104 0.930 0.581
O 0.212 0.507 -0.933
H 0.078 0.369 -0.231
H 0.306 -0.019 -0.303
H -0.225 0.294 0.059
H 0.195 0.293 0.051
H 0.229 -0.029 0.206
H 0.114 0.354 0.278
H 0.041 0.201 0.079
H -0.153 -0.147 -0.379
H 0.088 0.018 0.144

=====

[6]
Here is 2 unconnected molecules or ions with the total composition C3H9BO in a non-equilibrium geometry from the OMol25 dataset. Energies are from ωB97M-V/def2-TZVPD.

Calculated values
HOMO energy, eV: -8.80
Relative energy (zero: lowest compared OMol25 entry of this formula, charge and spin), kcal/mol: 55.9
LUMO level, eV: 0.58
Total charge: 0
Frontier orbital gap, eV: 9.384

Last column: Mulliken charge in e.
Cartesian coordinates (Å):
B 0.69408 -0.35552 0.00398  0.42
C 1.04624 1.86049 -0.27966  -1.14
C -1.59949 -0.83693 0.48371  -0.99
C -0.59412 -1.04404 -0.62853  -0.38
O 1.76778 -1.00400 0.44814  -0.52
H 0.34259 2.34707 -0.90574  0.33
H 2.04802 2.05000 -0.52648  0.31
H 0.65022 2.24248 0.75849  0.27
H -2.39527 -1.59932 0.65405  0.29
H -0.99885 -0.65340 1.29856  0.30
H -1.93432 0.19054 0.28875  0.29
H -0.50002 -2.09015 -0.77171  0.28
H -0.89294 -0.65426 -1.66022  0.25
H 2.36611 -0.45294 0.83667  0.30

Force components x, y, z for each atom (eV/Å):
B 0.251 2.893 -3.020
C -3.039 -2.976 3.852
C -1.540 1.173 -1.739
C 0.400 0.632 -1.291
O -2.564 -2.380 -0.889
H -0.528 -0.077 -1.232
H 1.311 0.237 -0.003
H 1.538 -0.571 -1.592
H 0.676 0.790 -0.231
H 0.707 -0.300 2.897
H -1.041 -0.372 0.282
H 0.756 -1.188 -0.149
H 0.287 -0.161 1.538
H 2.785 2.301 1.576

=====

[7]
Here is 2 unconnected molecules or ions with the total composition C3H9Br2N3 in a non-equilibrium geometry from the OMol25 dataset. Energies are from ωB97M-V/def2-TZVPD.

Calculated values
HOMO energy, eV: -17.13
Relative energy (zero: lowest compared OMol25 entry of this formula, charge and spin), kcal/mol: 32.0
LUMO level, eV: -9.03
Total charge: +2
Frontier orbital gap, eV: 8.101

Last column: Mulliken charge in e.
Cartesian coordinates (Å):
C 0.98687 -2.29742 0.63908  0.69
C 0.34844 -0.95705 0.37213  -0.57
C -1.20318 2.89523 -0.70637  0.01
N 0.89976 -3.25104 -0.20267  -0.25
N 1.63539 -2.48568 1.78230  -0.35
N -2.10392 3.83608 -1.56881  -0.36
Br 1.65720 0.51741 0.44468  -0.05
Br -0.40711 3.92769 0.66027  0.17
H 0.15579 -1.02846 -0.72892  0.31
H -0.52070 -0.74206 1.12819  0.37
H 0.48980 -3.13240 -1.04282  0.16
H 1.37151 -4.08463 -0.11455  0.22
H 1.76746 -1.77798 2.50347  0.23
H 2.17862 -3.27813 2.14524  0.24
H -3.04155 3.48989 -1.35039  0.39
H -2.00939 4.86749 -1.42132  0.37
H -2.20498 3.50106 -2.53951  0.40

Force components x, y, z for each atom (eV/Å):
C 1.274 1.229 3.384
C -0.523 0.106 -0.324
C 0.363 1.177 0.548
N 0.191 0.204 0.774
N 0.663 0.248 1.345
N 0.014 -0.501 0.603
Br -0.393 -0.652 0.274
Br -0.926 -0.783 -1.520
H -0.881 0.558 1.199
H 1.545 -0.459 -1.866
H -1.787 0.620 -3.294
H 1.234 -2.270 0.605
H -0.594 0.518 -0.817
H -0.651 -0.276 -1.245
H -0.614 0.483 1.137
H -0.259 -0.742 -0.467
H 1.342 0.541 -0.338

=====

[8]
Here is a gas-phase ion, C3H9BrN (charge +1) in a non-equilibrium geometry from the OMol25 dataset. Energies are from ωB97M-V/def2-TZVPD.

Calculated values
HOMO energy, eV: -15.01
Relative energy (zero: lowest compared OMol25 entry of this formula, charge and spin), kcal/mol: 11.0
LUMO level, eV: -3.54
Total charge: +1
Frontier orbital gap, eV: 11.470

Last column: Mulliken charge in e.
Cartesian coordinates (Å):
C -1.15653 -1.27704 0.23654  -0.79
N -0.54380 -0.08537 0.85717  -0.25
C 0.89256 0.27895 0.13935  -0.16
C 0.76728 0.97852 -1.16686  -1.07
Br 1.72969 1.44867 1.52223  -0.04
H -0.81795 -2.18017 0.74130  0.34
H -2.24320 -1.23375 0.28447  0.36
H -0.87274 -1.33871 -0.81373  0.30
H -0.39824 -0.19660 1.86451  0.37
H -1.13013 0.74836 0.70846  0.37
H 1.44773 -0.65849 0.12230  0.45
H 1.76562 1.35122 -1.41528  0.38
H 0.10806 1.84639 -1.10705  0.39
H 0.45165 0.31802 -1.97341  0.37

Force components x, y, z for each atom (eV/Å):
C -0.421 -0.717 -0.305
N 1.472 0.848 -1.583
C -0.734 0.179 2.519
C -0.095 0.230 -0.188
Br -0.340 -0.628 -0.791
H 0.075 0.138 0.025
H 0.063 0.104 0.159
H 0.025 0.133 0.095
H 0.090 0.083 -0.201
H 0.215 -0.280 0.219
H -0.147 0.106 0.053
H -0.137 -0.090 -0.038
H 0.013 -0.042 0.002
H -0.080 -0.063 0.035

=====

[9]
Here is a gas-phase ion, C3H9Cl2N2 (charge +1) in a non-equilibrium geometry from the OMol25 dataset. Energies are from ωB97M-V/def2-TZVPD.

Calculated values
HOMO energy, eV: -14.32
Relative energy (zero: lowest compared OMol25 entry of this formula, charge and spin), kcal/mol: 5.7
LUMO level, eV: -3.61
Total charge: +1
Frontier orbital gap, eV: 10.712

Last column: Mulliken charge in e.
Cartesian coordinates (Å):
C 1.37742 -1.73736 0.18314  -0.79
N 0.17908 -1.34199 -0.63918  -0.25
C -0.60336 -0.41040 -0.08364  0.51
Cl -2.14909 -0.32003 -1.05728  -0.17
Cl -1.11830 -0.58264 1.80762  -0.16
C 0.14265 0.96051 -0.08752  -0.93
N -0.85501 2.08096 -0.02455  -0.20
H 1.13242 -2.30085 1.15413  0.31
H 1.91982 -2.38390 -0.42650  0.38
H 1.99358 -0.74326 0.37124  0.26
H -0.23126 -2.16912 -0.91054  0.26
H 0.77894 1.02761 0.81064  0.51
H 0.76410 1.21083 -0.96783  0.26
H -1.49671 1.85827 -0.92554  0.37
H -0.50718 3.08432 0.05659  0.37
H -1.32710 1.76705 0.73921  0.28

Force components x, y, z for each atom (eV/Å):
C -0.158 2.634 1.548
N 2.887 -0.275 1.865
C -1.273 1.911 0.038
Cl 0.648 0.083 0.570
Cl 0.128 0.059 -1.345
C 1.259 1.099 -0.100
N 0.546 0.261 -4.570
H 0.095 1.199 -1.321
H 1.200 -0.914 -0.966
H -1.032 -2.418 -0.125
H -1.720 -1.905 -0.896
H -0.347 -0.050 -0.404
H -0.338 -0.992 0.219
H 1.301 1.184 2.412
H -0.454 -1.768 -0.195
H -2.743 -0.108 3.270

=====

[10]
Here is 2 unconnected molecules or ions with the total composition C3H9Cl2NP in a non-equilibrium geometry from the OMol25 dataset. Energies are from ωB97M-V/def2-TZVPD.

Calculated values
HOMO energy, eV: -13.35
Relative energy (zero: lowest compared OMol25 entry of this formula, charge and spin), kcal/mol: 26.7
LUMO level, eV: -4.94
Total charge: +1
Frontier orbital gap, eV: 8.403

Last column: Mulliken charge in e.
Cartesian coordinates (Å):
C -1.01281 2.08877 1.27803  -0.67
C -0.55813 -0.28230 1.18568  0.18
C 1.51587 -1.60145 -2.82527  -1.12
N -0.83686 0.79898 0.61752  0.21
P -0.09352 -0.91426 -2.14577  0.43
Cl -1.35480 -1.20903 -3.69270  -0.20
Cl 0.29426 1.05902 -2.32150  -0.27
H -1.93643 2.80432 1.09007  0.28
H -0.79175 1.91712 2.37594  0.33
H -0.14690 2.57902 0.84787  0.31
H -0.49101 0.99666 -0.30377  0.00
H -0.82220 -0.50850 2.16995  0.32
H -0.33029 -1.01475 0.41641  0.04
H 2.33234 -1.54950 -2.08229  0.34
H 1.91980 -1.19412 -3.65956  0.44
H 1.38203 -2.59383 -3.09667  0.39

Force components x, y, z for each atom (eV/Å):
C -0.384 1.443 1.646
C -0.947 -1.344 -2.489
C -0.712 0.484 3.175
N -0.207 2.249 1.116
P 1.161 -1.546 -0.653
Cl -0.077 -0.090 -0.134
Cl 0.334 1.266 -0.172
H 1.589 -2.261 0.135
H -0.673 0.552 -1.224
H 0.080 0.864 0.334
H -0.234 -0.771 -1.349
H 0.012 -0.034 1.634
H 0.582 -0.631 0.686
H -0.634 -0.036 0.109
H 0.672 2.019 -2.737
H -0.563 -2.165 -0.077

=====

> The highest frontier orbital gap belongs to which entry?

C3H9BrN